Record 1
Below is a molecular structure, C33H31FeIN13O3S in a non-equilibrium geometry, with properties calculated with ωB97M-V/def2-TZVPD.

XYZ file:
```
83
Properties=species:S:1:pos:R:3
Fe -1.4549 -0.6028 3.8564
C 2.4798 1.6216 3.9851
C 1.0822 1.1274 3.9588
N 0.6786 -0.0377 4.3441
N 1.6277 -0.9844 4.5871
C 1.1232 -2.1967 4.7441
N 2.1373 -3.1443 4.9150
S -0.5010 -2.8558 4.6896
C 0.0008 2.0372 3.4008
C 0.2310 3.3399 2.9695
C -0.7223 3.9120 2.1626
C -1.8957 3.2505 1.7874
C -2.0463 1.9509 2.2509
N -1.0665 1.4263 2.9836
H 2.7825 1.8626 2.9761
H 2.6216 2.5608 4.5335
H 3.2481 0.8561 4.2515
H 2.9674 -2.9988 4.4364
H 1.8278 -4.0494 5.0991
H 1.1933 3.8733 3.1115
H -0.4923 4.8673 1.6643
H -2.7634 3.6463 1.2075
H -3.0117 1.4205 2.0478
C -2.4009 -1.4919 -1.8222
N -1.9945 -1.7132 -0.3946
C -1.6101 -0.7847 0.4646
N -1.5648 -1.2592 1.6749
C -1.9401 -2.5607 1.5150
N -2.2846 -2.8602 0.2945
C -1.5060 -2.3567 -2.7606
C -2.0988 -3.5613 -3.2863
C -1.3282 -4.3315 -4.1617
C -0.0426 -3.9795 -4.5272
C 0.4457 -2.7927 -4.0961
C -0.2383 -2.0213 -3.1029
C 1.7579 -2.3219 -4.4799
N 2.4684 -2.7539 -5.4518
N 3.7115 -2.0745 -5.3914
C 3.6131 -1.3245 -4.2970
O 2.3921 -1.3814 -3.7738
C 4.4426 -0.3480 -3.7424
C 5.6223 0.0926 -4.3662
C 6.4144 0.9895 -3.6368
C 5.9445 1.5876 -2.5176
C 4.7110 1.3007 -1.9627
C 4.1703 2.0555 -0.7524
N 2.8926 1.6374 -0.3198
C 1.7423 1.9998 -0.8199
N 0.7376 1.2820 -0.2743
C 1.3788 0.4451 0.5419
N 2.6708 0.6867 0.6513
C 3.9470 0.3315 -2.6154
H -2.3681 -0.4420 -2.0044
H -3.4361 -1.7414 -1.8617
H -1.3880 0.2001 0.1624
H -2.0584 -3.2124 2.3399
H -3.1411 -3.8190 -3.0135
H -1.8352 -5.1829 -4.6157
H 0.4878 -4.5863 -5.2748
H 0.2570 -1.1526 -2.7265
H 5.9233 -0.4295 -5.2688
H 7.4060 1.1739 -3.9811
H 6.5146 2.2397 -1.9188
H 4.1641 3.0670 -0.9237
H 4.9144 2.0224 0.1105
H 1.5625 2.8055 -1.5123
H 0.8394 -0.2170 1.2017
H 2.9369 -0.0409 -2.2909
I -3.6616 1.0251 6.4427
C -3.2740 -0.3404 4.9093
H -3.9515 -0.0470 4.1511
H -3.5954 -1.2729 5.3628
O -3.3882 2.9604 -1.4746
C -4.1332 2.1149 -0.9766
C -5.5645 2.4971 -0.5279
C -6.2195 1.1152 -0.5281
C -4.9767 0.2638 -0.1582
O -5.0149 -0.8573 0.3075
N -3.8585 0.8873 -0.5808
H -6.1197 3.2775 -1.1208
H -5.5393 2.7709 0.5149
H -6.5806 0.6812 -1.5065
H -7.0022 0.8653 0.2111
```

Kohn-Sham gap (spin up / spin down) = 6.2 / 6.7 eV
net charge = -1
HOMO energy (spin up / spin down) = -4.85 / -5.38 eV
LUMO level (spin up / spin down) = 0.0500 / 0.0500 hartree
2S+1 = 5
relative energy (zero: lowest compared OMol25 entry of this formula, charge and spin) = 109.0 kJ/mol

Löwdin population analysis, charges in e, atoms 1 to 2:
1 Fe 0.5315
2 C -0.0499


Record 2
Below is a molecular structure, C23H22Br2Cl2F3N3O6Ru, with properties calculated with ωB97M-V/def2-TZVPD.

XYZ file:
```
62
Properties=species:S:1:pos:R:3
Ru -0.6074 1.1729 -0.9596
Br -6.2000 1.6235 0.8546
C -5.0381 1.0903 -0.5264
C -5.5125 0.4258 -1.6438
C -4.6023 0.0627 -2.6216
C -3.2646 0.3622 -2.4415
N -2.8192 0.9868 -1.3493
C -3.6852 1.3519 -0.4049
H -6.5644 0.1974 -1.7434
H -4.9191 -0.4599 -3.5120
H -2.5210 0.0794 -3.1734
H -3.2811 1.8503 0.4644
Cl -3.6319 -2.8814 -0.3321
C -1.8520 -2.8155 -0.1795
Cl -1.0802 -3.9340 -1.2888
C -1.4526 -1.3622 -0.4110
O -1.7177 -0.5410 0.4875
O -0.9330 -1.0244 -1.5105
H -1.5954 -3.0943 0.8354
Br 6.4056 -0.6071 -3.6502
C 4.5474 -0.3100 -3.4264
C 3.6483 -1.0688 -4.1578
C 2.2925 -0.8526 -3.9795
C 1.8494 0.1034 -3.0801
C 2.7551 0.8542 -2.3460
C 4.1198 0.6464 -2.5281
C 2.3805 1.9042 -1.3289
O 3.2228 2.5922 -0.8072
O 1.0952 2.1086 -1.0606
H 4.0053 -1.8198 -4.8481
H 1.5759 -1.4446 -4.5326
H 0.7841 0.2247 -2.9584
H 4.8206 1.2287 -1.9476
F 3.1364 -2.7242 1.2034
C 2.8101 -1.6872 0.4212
F 3.0709 -2.0450 -0.8519
F 3.6348 -0.6712 0.7355
C 1.3045 -1.2831 0.5681
O 0.5580 -2.0984 1.0960
O 1.0600 -0.1323 0.1182
N -0.9718 2.1991 1.0033
C -0.6117 1.6554 1.9724
N -0.1981 1.0432 3.0259
C -1.0910 0.1305 3.7598
C -0.3595 -1.1647 4.0740
C 0.9666 -0.8829 4.7739
C 1.8405 0.0044 3.8928
C 1.1361 1.3167 3.5831
H -1.9633 -0.0477 3.1334
H -1.4037 0.6392 4.6788
H -0.1696 -1.6921 3.1369
H -1.0085 -1.7845 4.6955
H 1.4821 -1.8189 4.9902
H 0.7844 -0.3862 5.7343
H 2.0504 -0.5187 2.9600
H 2.7944 0.2271 4.3729
H 1.6848 1.9133 2.8554
H 1.0009 1.9095 4.4949
C -0.9323 2.6248 -2.4204
H -1.9443 2.6340 -2.8063
H -0.1979 2.4457 -3.2022
H -0.6883 3.5443 -1.8916
```

Kohn-Sham gap (spin up / spin down) = 8.0 / 6.7 eV
net charge = 0
HOMO energy (spin up / spin down) = -8.95 / -8.94 eV
LUMO level (spin up / spin down) = -0.0345 / -0.0834 hartree
2S+1 = 5
relative energy (zero: lowest compared OMol25 entry of this formula, charge and spin) = 0.0 kJ/mol

Löwdin population analysis, charges in e, atoms 1 to 2:
1 Ru 1.6476
2 Br 0.7870